A cluster of 14 separate species, C60H64Cl12N8O16 in total at a distorted geometry. Source: OMol25; level of theory: ωB97M-V/def2-TZVPD.

```
160
Properties=species:S:1:pos:R:3:lowdin_charge:R:1
C -1.1417 -15.0652 6.5456 -0.0646
H 7.1418 -9.8165 14.0462 0.0959
H 6.1404 -20.8878 14.2793 0.1088
H 0.6339 -16.5293 17.9504 0.1145
Cl 7.2191 -12.9519 13.0043 0.5523
H 0.2549 -11.4034 7.6692 0.0766
C 2.5787 -12.9429 12.0729 0.0153
H 5.9336 -5.3767 13.7346 0.1138
C 3.6633 -12.9200 9.8914 -0.0416
H 2.0602 -15.7375 5.7672 0.0356
Cl -0.7540 -12.8493 10.8618 0.6509
C 5.0513 -10.6886 16.5130 -0.1512
H 4.2678 -9.9657 11.4760 0.0942
H 1.8093 -17.2980 7.4409 0.0849
H 4.0778 -16.5973 13.0726 0.0930
N 2.5285 -15.0444 10.6817 -0.2739
H 4.8076 -10.5862 14.3976 0.1017
H 4.7744 -17.1641 8.7019 0.0413
O 5.2475 -19.5282 9.4079 0.0414
C 5.6711 -17.9215 12.7557 -0.1453
H -1.9056 -15.1208 12.9614 0.0436
C 0.8734 -15.2229 16.1693 -0.1357
C -1.7894 -14.5340 16.7239 -0.0687
C 1.5423 -8.4208 15.3306 0.0069
O -0.3420 -10.5811 15.1395 0.0814
H 2.9298 -17.9840 14.7480 0.0960
C 2.3264 -7.2429 15.3175 -0.0331
C -1.4390 -16.4676 11.2668 -0.6386
C 5.4697 -10.3679 15.2224 0.0025
O 2.5698 -15.5559 9.5298 0.0283
N 3.8254 -11.4304 16.6821 -0.3509
N 5.5721 -6.8793 11.3548 -0.3087
C 6.9662 -3.5273 10.5350 -0.0738
H -1.4583 -15.7940 18.4969 0.1035
C 6.0433 -5.4903 11.5376 -0.1323
Cl 7.4709 -15.0373 7.4464 0.5724
C 0.0795 -14.9186 5.9178 -0.1604
H 0.0155 -13.1909 8.3743 0.0393
C 1.5506 -21.2977 12.0292 -0.0576
C 4.4064 -19.6205 14.6149 -0.0405
C 0.1322 -14.3489 15.3900 -0.0467
H 7.3597 -14.1036 11.0632 0.0464
C 6.2428 -4.9441 12.7946 -0.0099
C 2.7609 -6.8694 14.0503 -0.0756
C -1.3760 -15.9488 7.5964 -0.0477
Cl 5.9051 -10.7977 3.7615 0.5749
O 3.7249 -12.1121 17.6496 0.1124
H 0.2190 -19.8767 12.9419 0.0977
Cl -1.9337 -12.1689 7.8946 0.5864
C 1.0585 -20.0604 12.2876 -0.0870
H -2.8325 -14.3036 16.8833 0.1023
H 1.1011 -22.1799 12.4607 0.1032
H 8.5589 -9.2785 16.0192 0.1039
C 3.4104 -20.2865 10.7524 -0.1171
C 0.0122 -11.6957 9.7911 -0.6493
H 9.6581 -13.1938 11.2031 0.0783
C 6.7133 -16.4945 8.0620 -0.6749
N 6.2816 -17.0586 11.7787 -0.3262
H 2.1853 -13.5067 12.9058 0.0911
H 9.9830 -9.8005 8.1101 0.0631
H 3.2872 -18.0984 10.6336 0.0946
H 5.5514 -12.9156 4.7427 0.0757
H 0.8023 -8.7153 11.9918 0.1228
C 2.9329 -13.6031 10.8495 -0.1070
Cl -3.2260 -16.5883 11.1427 0.5517
H 6.7399 -12.4814 10.7248 0.0306
H 2.5000 -6.9350 11.9678 0.1094
H 3.4843 -6.0730 13.9555 0.0921
H 3.9096 -13.3749 8.9433 0.0680
Cl 9.2537 -10.8826 11.2264 0.5718
H 5.5505 -11.6822 6.0249 0.0371
H 9.7328 -8.2754 7.1690 0.0666
Cl 7.2519 -10.8252 8.3658 0.5657
C 1.0828 -15.8336 6.2164 -0.0400
C 0.8677 -16.8476 7.1635 -0.0671
C 7.0756 -9.7386 17.4764 -0.0366
O 2.9309 -16.1299 16.8314 0.0724
C 7.9003 -9.1451 7.9381 -0.5697
H 8.0135 -8.4960 8.8064 0.0676
H 2.6494 -6.7734 16.2349 0.1089
C 4.4968 -17.5405 13.3909 -0.0019
C 6.7409 -9.8695 15.0476 -0.0847
C 7.5241 -13.0400 11.2358 -0.6361
H -0.4491 -17.5299 8.7209 0.0917
C -0.2048 -12.1237 8.3459 -0.6271
H 7.2329 -19.4218 12.7815 0.1197
C 6.7955 -3.6786 12.9342 -0.0525
C 7.5197 -9.5481 16.1371 -0.0652
H 7.2007 -2.8745 9.7072 0.1163
Cl 9.3158 -10.0523 5.8423 0.5434
O 1.2518 -13.9880 4.1343 0.0156
C 8.8766 -12.5292 10.8347 -0.7284
H 5.0323 -15.4491 8.9506 0.0343
O 5.6998 -16.0318 11.3915 0.0321
H 6.2905 -5.0761 9.3415 0.1212
C 4.0966 -11.6379 10.1236 -0.0940
O 5.2732 -21.6314 10.1273 0.0353
O -0.4136 -12.8648 4.9241 0.0663
C 1.0632 -9.0144 14.1526 -0.1333
C 2.7884 -19.0222 10.8870 0.0062
H 6.8331 -17.3459 7.3919 0.0762
H 7.7850 -9.5095 18.2578 0.1017
C 5.6051 -19.9927 13.9991 -0.0717
C -1.0871 -15.4282 17.5510 -0.0685
C 1.6072 -18.9549 11.6281 -0.0698
H 3.5506 -10.8272 5.2788 0.0707
H 5.4629 -10.6658 18.5989 0.1142
H 3.2069 -22.4306 11.2131 0.1077
C -1.2076 -13.9323 15.6080 -0.0575
C 3.8212 -18.3838 14.2877 -0.0382
H 7.6062 -2.0675 11.9792 0.1125
N 2.3146 -15.5644 15.9353 -0.3372
H -0.4501 -10.7200 9.9408 0.0684
C 6.2887 -19.1063 13.2004 -0.0025
O 5.2850 -7.2889 10.2177 0.0421
Cl 3.1428 -12.8788 6.3462 0.6371
H -1.7492 -13.3172 14.9046 0.1108
H -1.0815 -15.9826 10.3585 0.0318
O 2.9298 -11.3800 15.8323 0.0453
H 0.5068 -13.8635 14.5009 0.0950
C -1.1003 -15.7780 12.6333 -0.6676
H 7.2302 -8.6778 7.2166 0.0713
H -1.9250 -14.3822 6.2516 0.0853
C 9.3324 -9.2562 7.4256 -0.6626
H -2.3380 -16.0167 8.0824 0.0961
C 1.3231 -8.4064 12.8861 0.0048
O 2.7880 -15.1829 14.9000 0.0761
N 0.3424 -10.2727 14.1822 -0.3078
O 2.1589 -15.6832 11.6349 0.0561
C -0.3210 -16.8745 7.8721 -0.0631
H 4.6754 -11.1448 9.3567 0.0627
H 3.9342 -20.2870 15.3216 0.1067
C 5.8316 -10.3808 17.6246 0.0000
C 2.1560 -7.3470 12.9050 -0.0936
C 2.7898 -21.4374 11.2897 0.0227
Cl -1.0688 -17.0334 13.8765 0.6341
Cl 4.3806 -16.0586 6.6489 0.5845
O 7.4042 -17.2440 11.4321 0.1008
C 5.2202 -16.2724 8.2614 -0.6147
O 5.7343 -7.7226 12.2485 0.0478
O 0.3086 -11.0602 13.2023 -0.0077
H 6.8512 -3.0864 13.8357 0.1142
C 3.0412 -11.6192 12.2364 -0.0719
H -1.0775 -17.4902 11.3745 0.0247
C 6.3802 -4.7791 10.3759 0.0183
N 4.7443 -20.4739 10.0645 -0.2759
H -0.1593 -15.2407 12.5151 0.0308
H 8.9389 -12.6070 9.7492 0.0374
C 7.1591 -3.0279 11.7690 -0.0970
H 2.8943 -11.1231 13.1844 0.0709
C 3.8636 -10.9547 11.3178 -0.0317
C 0.2020 -15.8407 17.2392 -0.0184
H 3.4250 -12.1803 4.0496 0.0769
H 7.1793 -16.7490 9.0139 0.0489
C 5.2657 -11.8943 4.9944 -0.7042
H 1.3458 -8.8531 16.3006 0.1168
H 1.0272 -11.4796 10.1243 0.0571
H 1.0352 -18.0525 11.7858 0.0683
N 0.2908 -13.8503 4.9213 -0.3343
C 3.7857 -11.8615 5.0276 -0.6473
```

Its orbital gap is 8.048 eV. The HOMO energy is -9.45 eV. The max |F| is 3.8 eV Å⁻¹. The calculation puts the LUMO energy at -0.05140 Eh.